94
Properties=species:S:1:pos:R:3:lowdin_charge:R:1 method="wB97M-V/def2-TZVPD" total_charge=-2 homo_energy_ev=-1.15 largest_force_ev_per_a=1.43 e_tot_ha=-3687.068529 gap_ev=5.0
Sn 0.58923 -0.51458 -0.20825 0.800
N -4.00658 -1.67746 -0.28705 0.019
C -2.96379 -1.31567 0.56188 -0.987
S -2.02564 -2.59711 1.20608 0.399
N -2.76204 -0.02486 0.66048 -0.060
N -1.84412 0.50051 1.47186 -0.087
C -1.75513 0.06985 2.68993 -0.205
C -0.64914 0.40033 3.56254 -0.277
C -0.57721 -0.13928 4.85835 -0.034
C 0.54044 0.09720 5.63036 -0.099
C 1.58104 0.85875 5.10867 -0.091
C 1.42430 1.35218 3.82311 -0.157
N 0.34866 1.15009 3.08326 0.092
H -3.85464 -2.59792 -0.66930 0.039
H -4.20129 -0.97828 -0.99270 0.057
H -2.49587 -0.62135 3.08501 0.084
H -1.39085 -0.75051 5.22878 0.104
H 0.61010 -0.30747 6.63370 0.093
H 2.48191 1.05043 5.67634 0.086
H 2.20229 1.94183 3.34123 0.101
C -0.03483 -1.00277 -7.19305 -0.188
Si -0.71421 -2.12900 -5.81215 0.533
C 0.66370 -3.33726 -5.38495 -0.229
C -2.11953 -3.12465 -6.63639 -0.191
C -1.48341 -1.01080 -4.50829 -0.274
C -2.47949 -0.13311 -4.91535 -0.127
C -3.04525 0.78451 -4.03713 -0.098
C -2.53915 0.82230 -2.74790 -0.184
N -1.60645 -0.00771 -2.31630 -0.023
C -1.09855 -0.94816 -3.13377 -0.805
S 0.00796 -2.05494 -2.42572 0.510
H 0.29135 -1.59552 -8.05157 0.017
H 0.82216 -0.42613 -6.83920 0.019
H -0.78675 -0.29232 -7.54400 0.015
H 0.99375 -3.89531 -6.26694 0.021
H 0.33641 -4.04215 -4.62300 0.006
H 1.51710 -2.80432 -4.96763 0.014
H -1.74037 -3.72081 -7.47027 0.016
H -2.89892 -2.46595 -7.02660 0.012
H -2.59154 -3.80579 -5.92555 0.024
H -2.82449 -0.15790 -5.94669 0.089
H -3.83465 1.45467 -4.35289 0.082
H -2.89054 1.54210 -2.01273 0.096
C 3.14807 3.93767 -4.25766 -0.194
Si 1.63944 3.36807 -3.23899 0.417
C 0.97022 1.76825 -3.96456 -0.159
C 0.31580 4.72046 -3.42151 -0.193
C 2.16157 3.10268 -1.45868 -0.580
Te 0.53700 2.72485 -0.05405 1.083
C 0.35258 4.90336 0.29360 -0.578
Si -1.33659 5.25466 1.01540 0.382
C -1.61832 4.19739 2.54899 -0.187
C -1.47825 7.09573 1.50941 -0.202
C -2.65848 4.92216 -0.29727 -0.190
H 2.88700 4.08269 -5.30888 0.016
H 3.93837 3.18503 -4.21090 0.019
H 3.56229 4.87751 -3.88509 0.015
H 0.75455 1.83941 -5.03280 0.031
H 0.04622 1.49295 -3.45627 0.009
H 1.67453 0.94706 -3.81192 0.028
H -0.06718 4.75481 -4.44387 0.022
H 0.70598 5.71163 -3.17670 0.019
H -0.52410 4.51417 -2.75398 0.005
H 2.73941 3.93609 -1.05676 0.002
H 2.78540 2.20948 -1.39534 -0.032
H 0.49614 5.40719 -0.66338 -0.016
H 1.15455 5.21578 0.96565 -0.003
H -0.86199 4.40499 3.30986 0.029
H -1.52803 3.14130 2.28227 -0.011
H -2.60194 4.35486 2.99590 0.026
H -0.75072 7.35174 2.28315 0.014
H -2.47274 7.32489 1.90068 0.014
H -1.29841 7.75047 0.65378 0.015
H -2.61263 3.87419 -0.59980 0.007
H -2.49553 5.53654 -1.18588 0.021
H -3.66629 5.12401 0.07218 0.022
C 2.90607 -3.01727 1.72530 -0.080
C 3.92185 -2.65908 0.68222 -0.243
C 5.10778 -3.35991 0.56682 -0.110
C 6.05112 -3.05803 -0.41162 -0.161
C 5.77539 -2.01839 -1.29303 -0.111
C 4.60141 -1.28953 -1.21259 -0.240
C 4.31065 -0.18486 -2.18634 -0.077
C 3.61630 -1.59316 -0.22212 -0.379
N 2.46691 -0.92198 -0.13692 -0.270
H 3.22278 -3.88465 2.30791 0.060
H 1.94444 -3.23102 1.25008 0.064
H 2.72524 -2.17563 2.40062 0.068
H 5.30064 -4.17446 1.26146 0.087
H 6.96435 -3.63736 -0.49222 0.066
H 6.48954 -1.77789 -2.07758 0.087
H 4.99104 -0.21563 -3.04049 0.064
H 4.40274 0.79270 -1.70279 0.062
H 3.27872 -0.27400 -2.53403 0.049